This record from OMol25 describes a structure of composition CClN5O2 at a distorted geometry. The level of theory is wB97M-V/def2-TZVPD.

The geometry in XYZ format:
```
9
Properties=species:S:1:pos:R:3:mulliken_charge:R:1
C -0.44 -0.37 0.09 0.423
N 0.48 -0.65 1.05 0.014
N 0.89 -0.45 -1.32 -0.098
N 1.64 -0.81 0.76 -0.108
N 1.82 -0.72 -0.69 0.010
N -0.78 1.11 0.07 0.933
O -1.88 1.44 -0.21 -0.535
O 0.18 1.76 0.35 -0.525
Cl -1.90 -1.30 -0.08 -0.114
```

## Properties
**Molar mass**: 149.50 g mol⁻¹
**Multiplicity**: 1
**Total charge**: 0
**Relative energy (zero: lowest compared OMol25 entry of this formula, charge and spin)**: 13.4 kcal/mol



This record from OMol25 describes a cluster of 2 separate species, C6H16N in total. The level of theory is wB97M-V/def2-TZVPD.

The geometry in XYZ format:
```
23
Properties=species:S:1:pos:R:3:mulliken_charge:R:1
C 0.65 -0.29 2.39 -0.862
N 1.13 -0.10 0.99 0.051
C 2.29 0.82 0.88 -0.856
H -0.20 -0.96 2.40 0.311
H 1.46 -0.71 2.97 0.399
H 0.38 0.68 2.77 0.368
H 0.34 0.33 0.44 -0.008
H 1.31 -0.99 0.53 0.433
H 2.06 1.72 1.44 0.356
H 2.46 1.07 -0.17 0.326
H 3.17 0.34 1.30 0.387
C -0.28 -0.09 -2.36 -1.137
C -1.15 -0.03 -1.12 0.678
C -1.40 1.14 -0.53 -1.001
C -1.76 -1.32 -0.65 -1.119
H 0.63 -0.67 -2.18 0.276
H 0.00 0.90 -2.72 0.322
H -0.81 -0.61 -3.15 0.381
H -2.08 1.17 0.31 0.350
H -0.92 2.06 -0.81 0.362
H -2.33 -1.17 0.26 0.308
H -1.00 -2.09 -0.49 0.281
H -2.44 -1.70 -1.42 0.394
```

## Properties
**Molar mass**: 102.20 g mol⁻¹
**Multiplicity**: 1
**Total charge**: +1
**Relative energy (zero: lowest compared OMol25 entry of this formula, charge and spin)**: 15.8 kcal/mol



This record from OMol25 describes a structure of composition C4H5NO3 at a distorted geometry. The level of theory is wB97M-V/def2-TZVPD.

The geometry in XYZ format:
```
13
Properties=species:S:1:pos:R:3:mulliken_charge:R:1
C 0.04 1.73 -0.35 -1.164
N 1.17 -0.50 -0.53 -0.023
C 1.16 -1.64 0.15 0.461
C -0.91 -0.58 0.33 0.657
C 0.05 0.26 -0.15 0.027
O -0.56 -1.84 0.55 -0.519
O -2.08 -0.09 0.83 -0.485
O 1.91 -2.45 0.57 -0.426
H -2.54 -0.85 1.20 0.331
H 1.68 -0.42 -1.41 0.266
H 0.98 2.20 -0.04 0.320
H -0.76 2.18 0.25 0.285
H -0.14 2.00 -1.40 0.270
```

## Properties
**Molar mass**: 115.09 g mol⁻¹
**Multiplicity**: 1
**Total charge**: 0
**Relative energy (zero: lowest compared OMol25 entry of this formula, charge and spin)**: 40.4 kcal/mol



This record from OMol25 describes a cluster of 6 separate species, C6H22O6 in total at a distorted geometry. The level of theory is wB97M-V/def2-TZVPD.

The geometry in XYZ format:
```
34
Properties=species:S:1:pos:R:3:mulliken_charge:R:1
C -0.03 -0.21 -0.13 -0.303
O 0.84 -0.75 0.81 -0.837
H -0.10 -0.85 -1.00 0.388
H -0.99 0.07 0.29 -0.525
H 0.42 0.75 -0.39 0.356
C -0.44 2.67 0.75 -0.808
O -0.69 1.90 1.90 -0.794
H 0.57 2.72 0.36 0.306
H -0.85 2.20 -0.14 0.487
H -0.75 3.71 0.87 0.286
C -1.27 -2.23 1.41 -0.560
O -1.02 -1.21 2.33 -0.421
H -0.59 -2.13 0.56 0.109
H -1.09 -3.24 1.79 0.364
H -2.29 -2.20 1.04 0.199
H -0.14 -1.43 2.65 0.275
C 2.03 1.47 -0.70 -0.266
O 3.40 1.52 -0.36 -0.649
H 1.89 2.19 -1.50 0.326
H 1.67 0.49 -1.01 -0.228
H 1.54 1.78 0.22 0.444
H 3.52 0.85 0.32 0.351
C 1.65 -1.80 -1.58 -0.663
O 1.56 -2.79 -0.58 -0.461
H 1.91 -0.86 -1.10 -0.018
H 2.48 -2.14 -2.20 0.391
H 0.68 -1.70 -2.06 0.303
H 1.48 -3.62 -1.05 0.269
C -2.72 0.62 -0.45 -0.515
O -2.57 1.55 0.61 -0.613
H -2.11 0.90 -1.31 0.183
H -2.64 -0.44 -0.24 0.069
H -3.72 0.58 -0.89 0.414
H -1.62 1.65 0.74 0.143
```

## Properties
**Molar mass**: 190.24 g mol⁻¹
**Multiplicity**: 1
**Total charge**: -2
**Relative energy (zero: lowest compared OMol25 entry of this formula, charge and spin)**: 107.7 kcal/mol



This record from OMol25 describes a structure of composition C9H21ClIO5P2Tl at a distorted geometry. The level of theory is wB97M-V/def2-TZVPD.

The geometry in XYZ format:
```
40
Properties=species:S:1:pos:R:3:mulliken_charge:R:1
C -4.19 2.34 -5.48 -1.055
C -3.73 1.40 -4.42 0.646
H -5.05 1.95 -6.04 0.308
H -3.39 2.54 -6.19 0.373
H -4.47 3.30 -5.05 0.343
O -4.28 0.42 -4.01 -0.442
I -1.78 2.07 -3.63 0.013
Tl -2.38 0.52 -0.88 0.633
P 0.91 -1.28 -1.01 0.656
C 1.39 -3.05 -1.13 -1.340
C 0.68 -1.04 -2.84 -0.854
H 2.52 0.49 -0.82 0.331
H 3.22 -1.00 -1.59 0.484
H 2.98 -0.93 0.19 0.416
C 2.59 -0.60 -0.78 -1.226
H 0.56 0.03 -3.09 0.182
H 1.54 -1.47 -3.37 0.442
H 2.13 -3.15 -1.93 0.451
H 0.52 -3.68 -1.40 0.409
H -0.23 -1.57 -3.18 0.405
H 1.83 -3.42 -0.19 0.408
C 0.25 -1.46 1.41 0.205
O -0.33 -2.48 1.59 -0.253
Cl 0.06 1.81 -0.76 -0.509
C 2.56 -0.67 4.36 -0.666
O 1.19 -0.70 3.87 -0.310
P 0.56 -0.06 2.59 1.087
O -0.88 0.49 2.92 -0.313
C -1.80 -0.16 3.85 -0.726
O 1.38 1.19 2.15 -0.251
C 0.83 2.54 2.26 -0.673
H 3.28 -0.25 3.66 0.321
H 2.87 -1.70 4.62 0.302
H 2.61 -0.05 5.25 0.306
H -2.55 -0.76 3.32 0.300
H -1.25 -0.81 4.54 0.355
H -2.29 0.64 4.42 0.293
H -0.15 2.60 1.76 0.340
H 0.77 2.82 3.32 0.331
H 1.54 3.14 1.70 0.280
```

## Properties
**Molar mass**: 637.95 g mol⁻¹
**Multiplicity**: 1
**Total charge**: +2
**Relative energy (zero: lowest compared OMol25 entry of this formula, charge and spin)**: 0.0 kcal/mol



This record from OMol25 describes a structure of composition C5H20KO5 at a distorted geometry. The level of theory is wB97M-V/def2-TZVPD.

The geometry in XYZ format:
```
31
Properties=species:S:1:pos:R:3:mulliken_charge:R:1
K -17.29 -14.25 21.05 0.764
C -14.10 -12.74 22.36 -0.668
O -15.51 -12.34 22.23 -0.437
H -14.05 -13.81 22.58 0.230
H -13.56 -12.54 21.44 0.322
H -13.61 -12.26 23.20 0.346
H -15.42 -11.38 22.20 0.261
C -18.61 -11.41 19.26 -0.547
O -17.97 -12.65 18.98 -0.398
H -19.22 -11.02 18.44 0.335
H -19.23 -11.45 20.15 0.146
H -17.85 -10.68 19.52 0.301
H -17.68 -12.56 18.07 0.286
C -20.45 -13.26 23.15 -0.461
O -19.92 -13.37 21.85 -0.222
H -20.88 -12.31 23.47 0.342
H -21.23 -14.01 23.12 0.372
H -19.79 -13.56 23.97 0.095
H -20.56 -13.14 21.18 0.329
C -14.86 -16.91 19.55 -0.593
O -15.02 -15.48 19.57 -0.345
H -14.41 -17.30 20.46 0.271
H -15.82 -17.41 19.53 0.241
H -14.20 -17.16 18.72 0.329
H -14.33 -15.15 18.99 0.295
C -17.05 -14.84 24.70 -0.454
O -17.79 -15.46 23.63 -0.291
H -17.73 -14.11 25.15 0.276
H -16.97 -15.62 25.45 0.342
H -16.08 -14.41 24.44 0.206
H -18.51 -15.98 23.99 0.326
```

## Properties
**Molar mass**: 199.31 g mol⁻¹
**Multiplicity**: 2
**<S²>**: 0.75
**Total charge**: +2
**Relative energy (zero: lowest compared OMol25 entry of this formula, charge and spin)**: 0.0 kcal/mol